# 1
# C2H8N3O5

2 unconnected molecules or ions with the total composition C2H8N3O5 (ωB97M-V/def2-TZVPD, the OMol25 dataset).

```
18
Properties=species:S:1:pos:R:3:mulliken_charge:R:1
C -0.23575 -2.34033 -0.94239 -0.508
C 2.52904 1.37907 0.36056 -0.601
N -1.93669 1.66232 -0.32612 -0.237
N -1.21666 -1.09927 0.96021 -0.150
N 0.14866 1.07286 0.21719 -0.340
O -2.98003 0.83711 0.16628 -0.414
O -1.35191 -2.16279 -0.12489 -0.289
O 1.41601 0.95994 -0.39806 -0.182
O -0.82963 0.89998 -0.73942 -0.025
O -0.10072 -0.62986 1.19651 -0.308
H 0.50303 -3.10249 -0.68551 0.267
H 0.43727 -1.51108 -0.81911 0.066
H -0.44994 -2.59081 -1.92172 0.289
H 3.31942 1.15540 -0.22524 0.287
H 2.52875 0.65810 1.19165 0.210
H 2.39373 2.39628 0.73939 0.242
H -1.71242 2.26110 0.55148 0.290
H -2.46217 0.15448 0.79919 0.403
```

Calculated values
Total charge: -1
Frontier orbital gap (alpha / beta) (eV): 6.6 / 5.9
E_HOMO (alpha / beta) (Ha): -0.104 / -0.079
E (Ha): -621.09686

# 2
# C2H8N3P2

A molecular structure, C2H8N3P2 (ωB97M-V/def2-TZVPD, the OMol25 dataset).

```
15
Properties=species:S:1:pos:R:3:mulliken_charge:R:1
C -0.93766 0.38845 -0.75400 0.218
C -3.01543 -0.28242 -1.91804 -0.678
N 1.49654 1.56087 0.64159 -0.373
N 1.44787 -0.67347 -0.05585 -0.452
N -1.87433 0.18753 -1.44166 0.108
P 0.98847 0.75581 -0.81470 0.186
P 2.09417 0.18914 1.57301 0.214
H -3.95438 -0.09800 -1.31982 0.317
H -3.03536 -1.39842 -2.17861 0.310
H -3.42114 0.14510 -2.87989 0.293
H 1.10467 2.38095 1.07517 0.332
H 1.84063 -1.51776 -0.46195 0.269
H 2.35936 1.05533 2.54524 0.053
H 1.56346 -0.77853 2.45121 0.110
H 3.35718 -0.26955 1.38009 0.092
```

Calculated values
Total charge: +1
Frontier orbital gap (eV): 9.0
E_HOMO (Ha): -0.497
E (Ha): -927.63922

# 3
# C2H8N3S

2 unconnected molecules or ions with the total composition C2H8N3S (ωB97M-V/def2-TZVPD, the OMol25 dataset).

```
14
Properties=species:S:1:pos:R:3:mulliken_charge:R:1
C 0.08507 0.72829 2.75249 -0.659
C 0.77091 0.07929 1.67492 0.531
N -0.87401 -0.00018 -1.44021 -0.510
N 0.59881 -0.30137 0.49249 -0.303
N 1.58633 -1.10888 -0.17539 -0.549
S 1.87275 0.23342 2.90884 -0.055
H 0.01705 1.78702 2.43131 0.226
H -0.74968 0.44070 3.39325 0.333
H -0.69011 0.88639 -1.89797 0.335
H -0.14759 -0.70520 -1.71167 0.382
H -0.68944 -0.06668 -0.36588 0.408
H -1.76752 -0.30732 -1.78696 0.352
H 1.93568 -0.56038 -0.87091 0.255
H 2.17777 -1.46612 0.53173 0.255
```

Calculated values
Total charge: +1
Frontier orbital gap (eV): 9.7
E_HOMO (Ha): -0.482
E (Ha): -643.11974

# 4
# C2H8N3S

A gas-phase ion, C2H8N3S (charge +1) (ωB97M-V/def2-TZVPD, the OMol25 dataset).

```
14
Properties=species:S:1:pos:R:3:mulliken_charge:R:1
N -1.01421 -1.82820 -0.32414 -0.399
C -1.00413 -0.49843 -0.15900 0.314
S -2.27779 0.43145 0.23727 -0.319
C 0.38652 0.11453 -0.25588 -0.057
N 1.20440 -0.19957 0.80933 -0.502
N 0.41833 1.66027 -0.42012 -0.363
H -0.22945 -2.38905 -0.06796 0.247
H -1.80117 -2.39978 -0.04706 0.286
H 0.63412 -0.11857 -1.29175 0.328
H 1.87857 -0.87837 0.83488 0.234
H 0.77008 -0.11064 1.69143 0.216
H -0.55659 2.01180 -0.02974 0.304
H 1.00642 2.08627 0.32433 0.361
H 0.58490 2.11831 -1.30159 0.349
```

Calculated values
Total charge: +1
Frontier orbital gap (eV): 9.5
E_HOMO (Ha): -0.485
E (Ha): -643.19433

# 5
# C2H8N3S2

3 unconnected molecules or ions with the total composition C2H8N3S2 (ωB97M-V/def2-TZVPD, the OMol25 dataset).

```
15
Properties=species:S:1:pos:R:3:mulliken_charge:R:1
C -0.32297 1.71272 -1.03440 -0.108
C 2.35174 -1.50916 -0.40056 0.552
N -0.39481 -0.42944 -0.34001 -0.228
N 2.24514 -1.57834 0.79429 -0.324
N 0.06744 0.50207 -1.12666 0.427
S 2.29219 -1.34852 -1.94676 -0.420
S -2.04495 0.88861 2.04508 -0.484
H -0.00749 2.48460 -1.55601 0.302
H -0.97895 2.05205 -0.33810 0.136
H -0.52089 -1.30257 -0.82092 0.258
H 2.81980 -1.94750 1.48292 0.288
H -1.00620 -0.11046 0.37997 0.094
H -1.93170 -0.35887 2.60457 0.227
H 0.82693 0.23851 -1.71959 0.031
H -3.39530 0.70630 1.97617 0.249
```

Calculated values
Total charge: +1
Frontier orbital gap (eV): 9.3
E_HOMO (Ha): -0.500
E (Ha): -1041.30301

# 6
# C2H8N4

C2H8N4 in the gas phase (ωB97M-V/def2-TZVPD, the OMol25 dataset).

```
14
Properties=species:S:1:pos:R:3:mulliken_charge:R:1
C 0.75922 -1.52946 -0.62368 -0.814
C 0.41607 -0.20737 -0.05153 0.408
N 0.70889 -0.08602 1.19709 -0.372
N 0.60811 1.27342 1.53887 -0.474
N -0.35896 0.59860 -0.77126 -0.167
N -1.68442 0.89516 -0.36643 -0.695
H 0.66993 -1.31011 -1.82046 0.215
H -0.16021 -2.17470 -0.48535 0.238
H 1.72015 -2.05968 -0.23611 0.281
H 1.23184 1.42560 2.32604 0.259
H 0.83145 1.89042 0.72485 0.240
H -0.38564 0.02201 -1.73646 0.329
H -1.83175 1.26623 0.72646 0.324
H -2.52467 -0.00410 -0.42202 0.229
```

Calculated values
Frontier orbital gap (eV): 8.7
E_HOMO (Ha): -0.287
E (Ha): -299.85972

# 7
# C2H8N4

C2H8N4 in the gas phase (ωB97M-V/def2-TZVPD, the OMol25 dataset).

```
14
Properties=species:S:1:pos:R:3:mulliken_charge:R:1
C -0.44011 1.37774 -1.76340 -0.936
N -0.51722 0.06197 -1.15202 -0.598
C 0.12520 -0.16406 -0.04341 0.462
N 0.84812 0.67274 0.74149 -0.432
N -0.25587 -1.36553 0.48218 -0.043
N 0.10640 -1.69800 1.81158 -0.690
H -1.00084 2.12190 -1.18639 0.323
H -0.86705 1.32982 -2.76830 0.256
H 0.59306 1.72563 -1.87755 0.293
H 0.95920 1.62195 0.42230 0.218
H 0.82000 0.39174 1.71464 0.263
H -1.03179 -1.55874 -0.29077 0.395
H -0.42366 -2.51711 2.10921 0.261
H 1.08454 -2.00003 1.80043 0.227
```

Calculated values
Frontier orbital gap (eV): 8.5
E_HOMO (Ha): -0.278
E (Ha): -299.95648

# 8
# C2H8N4

A gas-phase ion, C2H8N4 (charge +2) (ωB97M-V/def2-TZVPD, the OMol25 dataset).

```
14
Properties=species:S:1:pos:R:3:mulliken_charge:R:1
H 2.39006 -1.24437 -2.11815 0.314
N 2.13781 -0.78874 -1.24857 -0.460
N 0.95048 -0.47414 -1.26056 0.376
C 0.50697 0.10816 -0.08799 0.758
N 1.39809 0.33465 0.90240 -0.448
C -0.94512 0.08454 -0.21001 -0.631
N -1.97910 0.39174 0.93050 -0.333
H 0.27149 -0.70959 -2.03655 0.332
H 2.26454 0.87811 0.77644 0.342
H 1.03365 0.75682 1.69942 0.220
H -1.34504 -0.54659 -0.93717 0.326
H -2.51444 -0.50067 1.26613 0.446
H -2.71317 1.07376 0.56910 0.426
H -1.45622 0.63632 1.75501 0.332
```

Calculated values
Total charge: +2
Frontier orbital gap (alpha / beta) (eV): 8.1 / 8.1
E_HOMO (alpha / beta) (Ha): -0.697 / -0.697
E (Ha): -299.23792

# 9
# C2H8N4O

2 unconnected molecules or ions with the total composition C2H8N4O (ωB97M-V/def2-TZVPD, the OMol25 dataset).

```
15
Properties=species:S:1:pos:R:3:mulliken_charge:R:1
N 1.23805 -0.83747 0.27149 -0.371
C -0.07378 -0.56004 0.17378 0.499
C -0.41601 0.77248 0.46506 0.126
N -0.97985 -1.37117 -0.52789 -0.566
N -1.69879 1.20094 0.10862 -0.502
N 0.59911 1.57823 0.81094 -0.524
O 1.50913 -2.05458 -0.40116 -0.428
H 2.35997 -2.31165 -0.02767 0.351
H 1.94121 0.36707 -0.35474 0.165
H -1.90078 -1.36800 -0.10993 0.268
H -0.63191 -2.31240 -0.64986 0.282
H -2.00400 0.90032 -0.81314 0.224
H -1.88732 2.17735 0.27601 0.227
H 1.57629 1.25480 0.08193 0.005
H 0.36866 2.56412 0.69655 0.244
```

Calculated values
Frontier orbital gap (eV): 7.8
E_HOMO (Ha): -0.258
E (Ha): -375.11061

# 10
# C2H8N4O

C2H8N4O in the gas phase (ωB97M-V/def2-TZVPD, the OMol25 dataset).

```
15
Properties=species:S:1:pos:R:3:mulliken_charge:R:1
C -0.55266 -0.93080 1.25068 -0.714
N -0.07015 -0.48892 -0.09603 -0.023
C -0.96866 -0.47426 -1.25097 -0.879
N 0.80577 0.54100 -0.03180 0.624
N 0.37999 1.88409 0.34050 -0.590
N 2.06286 0.31259 0.00321 -0.282
O 2.39341 -0.85145 -0.01638 -0.443
H 0.38573 -1.45467 1.65230 0.271
H -0.90375 -0.00165 1.91487 0.227
H -1.38531 -1.65758 1.02753 0.267
H -0.29679 -0.40378 -2.20633 0.304
H -1.44173 -1.47103 -1.37209 0.332
H -1.75189 0.31946 -1.33082 0.293
H 1.36086 2.30174 0.64083 0.350
H -0.01768 2.37525 -0.52550 0.262
```

Calculated values
Frontier orbital gap (eV): 9.9
E_HOMO (Ha): -0.333
E (Ha): -375.08309

# 11
# C2H8N4O

2 unconnected molecules or ions with the total composition C2H8N4O (ωB97M-V/def2-TZVPD, the OMol25 dataset).

```
15
Properties=species:S:1:pos:R:3:mulliken_charge:R:1
H -0.71486 1.29127 -1.13694 0.230
N -0.46755 0.30998 -1.17080 -0.694
C -1.09797 -0.46100 -0.39841 0.770
C -2.19862 -0.14700 0.57297 -1.016
O -0.78411 -1.76815 -0.42309 -0.541
H -3.15292 -0.40774 0.12012 0.275
H -2.20109 0.91055 0.82284 0.326
H -2.07733 -0.74496 1.47182 0.291
H -0.12423 -1.90440 -1.11719 0.367
H 1.34635 1.60468 1.09337 0.164
N 1.81081 1.90534 0.20971 -0.435
N 2.39159 1.03042 -0.40104 0.062
N 2.47024 -0.20586 0.04899 -0.233
H 1.93718 -0.51377 0.86885 0.193
H 2.86252 -0.89936 -0.56122 0.241
```

Calculated values
Frontier orbital gap (eV): 10.0
E_HOMO (Ha): -0.342
E (Ha): -375.20100

# 12
# C2H8N4O

A gas-phase ion, C2H8N4O (charge +2) (ωB97M-V/def2-TZVPD, the OMol25 dataset).

```
15
Properties=species:S:1:pos:R:3:mulliken_charge:R:1
N 3.36500 -0.13564 -2.27340 -0.495
N 2.50534 -0.57442 -1.60929 0.777
N 1.75186 -0.49503 -0.72830 -0.009
C 0.28365 -1.06543 -0.52835 -0.293
O -0.43794 0.07157 -0.07236 -0.316
C -1.14968 0.13205 1.20358 -0.312
N -1.90376 1.36892 1.13868 -0.316
H 4.12332 -0.46137 -2.82330 0.357
H 0.42160 -1.84336 0.26467 0.365
H -0.08267 -1.49199 -1.45871 0.397
H -0.49856 -0.15041 2.09191 0.372
H -1.98631 -0.57243 1.29434 0.333
H -2.05572 1.69943 0.22945 0.329
H -2.77462 1.22173 1.68059 0.407
H -1.56152 2.29638 1.59050 0.405
```

Calculated values
Total charge: +2
Frontier orbital gap (eV): 10.1
E_HOMO (Ha): -0.720
E (Ha): -374.44316

# 13
# C2H8N4O2

C2H8N4O2 in the gas phase (ωB97M-V/def2-TZVPD, the OMol25 dataset).

```
16
Properties=species:S:1:pos:R:3:mulliken_charge:R:1
C -2.15034 -0.92956 0.36088 -0.457
O -1.40997 -0.45487 -0.72378 -0.262
N -0.05674 -0.63950 -0.44688 -0.219
C 0.67064 0.41213 0.01342 0.475
N 1.94436 0.39454 0.00608 -0.327
N 2.58423 -0.79087 -0.27402 -0.622
N 0.08385 1.57115 0.48810 -0.298
O -0.45101 2.40758 -0.57992 -0.421
H -2.07623 -2.03934 0.45897 0.238
H -3.11966 -0.59381 0.00273 0.236
H -1.84075 -0.47286 1.38502 0.230
H 0.42075 -1.23583 -1.17534 0.289
H 3.56610 -0.61429 -0.16495 0.285
H 2.40479 -1.49618 0.43795 0.200
H 0.84249 2.16853 0.73857 0.326
H -1.41252 2.31320 -0.52683 0.327
```

Calculated values
Frontier orbital gap (eV): 9.1
E_HOMO (Ha): -0.301
E (Ha): -450.33572

# 14
# C2H8N4O2Tl

A molecular structure, C2H8N4O2Tl (ωB97M-V/def2-TZVPD, the OMol25 dataset).

```
17
Properties=species:S:1:pos:R:3:mulliken_charge:R:1
Tl 0.05786 -0.13740 0.04298 0.983
C -2.47945 0.78999 3.19436 0.692
O -1.40779 0.57147 2.59515 -0.388
N -3.46739 1.52368 2.60091 -0.189
N -2.93596 0.15483 4.31443 -0.257
H -3.48929 2.07854 1.75009 0.269
H -4.33913 1.45962 3.12515 0.270
H -2.35355 -0.52679 4.80806 0.313
H -3.46868 0.74380 4.95875 0.324
C 2.61876 -0.84950 -3.05809 0.676
O 1.89146 -0.56625 -2.09328 -0.442
N 3.72473 -1.62935 -2.98493 -0.214
N 2.41616 -0.27897 -4.27645 -0.223
H 3.93516 -1.94033 -2.03533 0.300
H 4.47246 -1.56635 -3.66961 0.299
H 1.70623 0.45494 -4.25952 0.293
H 3.11842 -0.28194 -5.01267 0.295
```

Calculated values
Total charge: +3
Frontier orbital gap (eV): 1.7
E_HOMO (Ha): -0.739
E (Ha): -621.70399

# 15
# C2H8N4O3

2 unconnected molecules or ions with the total composition C2H8N4O3 (ωB97M-V/def2-TZVPD, the OMol25 dataset).

```
17
Properties=species:S:1:pos:R:3:mulliken_charge:R:1
H 2.56000 0.15825 -0.86929 0.214
N 2.21653 0.89759 -0.25414 -0.821
C 0.93751 0.96081 -0.31747 0.601
N 0.27367 1.93267 0.36077 -0.609
N 0.13225 0.12587 -1.12372 0.040
N -1.06373 0.67210 -1.64496 -0.739
H 0.94163 2.45933 0.91605 0.307
H -0.42846 1.53121 0.97515 0.252
H 0.63125 -0.49558 -1.75879 0.222
H -1.85280 0.08818 -1.36574 0.238
H -1.21473 1.58978 -1.21047 0.332
O -0.46669 -0.59965 1.82784 -0.626
C -0.50775 -1.52239 1.01728 0.747
O 0.54316 -2.28906 0.69051 -0.449
O -1.65045 -2.07802 0.58952 -0.462
H 1.29853 -1.89583 1.16951 0.381
H -2.34993 -1.53526 0.99794 0.370
```

Calculated values
Frontier orbital gap (eV): 9.0
E_HOMO (Ha): -0.316
E (Ha): -525.75648

# 16
# C2H8N5S2

2 unconnected molecules or ions with the total composition C2H8N5S2 (ωB97M-V/def2-TZVPD, the OMol25 dataset).

```
17
Properties=species:S:1:pos:R:3:mulliken_charge:R:1
C -0.92825 1.65398 0.02147 0.108
C -2.04854 -0.41858 -0.15980 0.603
N -1.05397 0.41463 -0.06406 -0.438
N 1.73379 -0.66943 0.02226 0.469
N 0.18798 2.38413 -0.23617 -0.285
N 2.92863 -0.70381 0.48629 -0.435
N 1.17627 -1.74759 -0.32710 -0.163
S -1.75020 -2.04716 -0.26388 -0.458
S -3.81931 0.12014 0.17961 -0.168
H 1.02264 1.89497 -0.53029 0.207
H 0.23086 3.37755 -0.38703 0.233
H 3.35153 -1.53958 0.69475 0.214
H 3.38032 0.08032 0.96841 0.282
H -1.86000 2.37908 0.36688 0.170
H 1.65542 -2.61319 -0.18239 0.200
H 0.15952 -1.55667 -0.54248 0.295
H -4.36669 -1.00878 -0.04646 0.166
```

Calculated values
Total charge: +1
Frontier orbital gap (eV): 7.7
E_HOMO (Ha): -0.448
E (Ha): -1150.81660

# 17
# C2H8N6

A molecular structure, C2H8N6 (ωB97M-V/def2-TZVPD, the OMol25 dataset).

```
16
Properties=species:S:1:pos:R:3:mulliken_charge:R:1
C 0.10559 -0.36158 -0.31833 0.622
C -1.31967 0.15729 0.11219 0.378
H 2.14170 0.26431 -1.13267 0.313
H 2.23735 -0.84706 -2.57639 0.273
H -0.10374 0.89876 -1.75446 0.362
H 0.26813 -1.61587 2.20790 0.280
H 1.51868 -0.21085 2.71011 0.299
H -2.04018 1.42382 1.51018 0.310
H -0.39262 1.19594 1.62979 0.325
H -2.52071 -0.69446 -1.34070 0.265
N 1.71240 0.08244 -1.99710 -0.610
N 0.32435 -0.13278 -1.69760 -0.296
N 1.05925 -0.76126 0.42407 -0.566
N 0.57945 -0.52435 1.75951 -0.681
N -1.10821 1.24978 0.93337 -0.532
N -2.46176 -0.12414 -0.46988 -0.740
```

Calculated values
Frontier orbital gap (eV): 9.7
E_HOMO (Ha): -0.337
E (Ha): -409.32897